90
Properties=species:S:1:pos:R:3 method="wB97M-V/def2-TZVPD" largest_force_ev_per_a=4.322 total_energy_ev=-67403.0877 gap_ev=7.0 charge=+1 molar_mass_g_mol=696.6 e_above_lowest_kj_mol=313.6 e_homo_ev=-8.96
Y 0.60 -0.19 0.30
S 3.01 -0.16 2.04
O 1.61 -0.62 2.23
O 3.91 -1.27 2.30
O 2.82 0.18 0.63
O 3.40 0.99 2.85
C -1.49 2.17 -1.16
O -0.99 1.13 -0.69
N -2.69 2.28 -1.80
C -3.16 3.63 -2.25
C -3.66 1.26 -1.99
H -0.93 3.10 -1.02
H -2.50 4.45 -1.98
H -4.16 3.88 -1.90
H -3.25 3.45 -3.32
H -3.79 0.96 -3.03
H -3.30 0.38 -1.46
H -4.66 1.39 -1.56
C -1.66 1.47 2.43
O -0.75 0.74 2.01
N -1.74 1.91 3.73
C -2.84 2.71 4.25
C -0.72 1.57 4.77
H -2.56 1.79 1.88
H -2.50 3.73 4.42
H -3.29 2.37 5.18
H -3.64 2.81 3.51
H -0.34 2.43 5.33
H -1.26 0.92 5.46
H 0.19 1.10 4.40
C -1.78 -2.47 1.60
O -0.95 -1.75 1.13
N -1.84 -2.91 2.90
C -0.99 -2.39 3.95
C -3.00 -3.71 3.42
H -2.52 -2.98 0.96
H -0.69 -3.26 4.53
H -1.50 -1.64 4.56
H 0.03 -2.11 3.68
H -2.59 -4.47 4.08
H -3.73 -3.24 4.07
H -3.54 -4.11 2.56
C 1.86 3.16 1.33
O 1.18 2.37 0.59
N 1.41 4.37 1.83
C 2.38 5.48 1.97
C -0.03 4.79 1.92
H 2.95 3.06 1.48
H 2.53 6.03 1.04
H 3.33 5.18 2.40
H 1.99 6.14 2.75
H -0.64 3.94 1.61
H -0.35 4.98 2.94
H -0.29 5.73 1.43
C -1.07 -2.18 -2.24
O -0.59 -1.30 -1.46
N -0.47 -2.69 -3.33
C -1.05 -3.89 -4.00
C 0.83 -2.27 -3.82
H -2.04 -2.65 -2.06
H -0.75 -3.90 -5.05
H -2.11 -3.94 -3.78
H -0.49 -4.74 -3.60
H 1.59 -3.05 -3.78
H 0.78 -2.03 -4.89
H 1.30 -1.46 -3.28
C 2.52 0.79 -2.52
O 1.58 0.64 -1.69
N 2.34 1.36 -3.71
C 3.50 1.65 -4.54
C 1.01 1.87 -4.12
H 3.51 0.32 -2.34
H 4.45 1.39 -4.08
H 3.58 2.71 -4.79
H 3.50 1.05 -5.45
H 1.12 2.92 -4.37
H 0.80 1.46 -5.11
H 0.19 1.82 -3.41
C 2.26 -3.11 -0.91
O 1.79 -2.12 -0.35
N 1.96 -4.35 -0.63
C 1.17 -4.70 0.52
C 2.45 -5.51 -1.38
H 2.94 -3.06 -1.77
H 1.30 -5.67 0.99
H 0.13 -4.70 0.18
H 1.32 -3.93 1.28
H 1.58 -6.03 -1.78
H 3.12 -5.26 -2.21
H 3.09 -6.17 -0.80